No. 1
DFT (the ωB97M-V functional and the def2-TZVPD basis) results for a molecular structure, C53H34F5IIrN3PS in a non-equilibrium geometry.

Values from the calculation:
E_tot ... -3845.07332 Eh
Lowest unoccupied orbital energy ... -3.09 eV
Net charge ... +1
F_max ... 3.4 eV/Å

Atoms and positions in Å:
1 Ir 0.1820 0.7545 -0.3980
2 C -0.9936 2.7717 3.4256
3 C -0.4849 1.8478 2.5029
4 N -0.6194 2.0063 1.2023
5 C -1.2735 3.0997 0.7416
6 C -1.8623 4.0320 1.5828
7 C -1.6949 3.8530 2.9674
8 C -2.6275 5.1146 1.0103
9 C -2.7664 5.2255 -0.3234
10 C -2.1211 4.2899 -1.2103
11 C -2.1971 4.3788 -2.6108
12 C -1.5376 3.4603 -3.3800
13 C -0.7882 2.4616 -2.7475
14 N -0.7050 2.3696 -1.4342
15 C -1.3691 3.2555 -0.6717
16 H -0.8367 2.6051 4.4825
17 H 0.0282 0.9648 2.8342
18 H -2.1305 4.5683 3.6553
19 H -3.0971 5.8247 1.6799
20 H -3.3558 6.0255 -0.7567
21 H -2.7742 5.1764 -3.0664
22 H -1.5721 3.4982 -4.4605
23 H -0.2349 1.7315 -3.3240
24 I 1.7832 -0.2733 -2.4575
25 C 2.2109 -2.2751 -2.1413
26 C 2.3572 -2.9453 -3.3204
27 C 2.8934 -4.2473 -3.3453
28 C 3.3109 -4.8025 -2.1796
29 C 3.1688 -4.1135 -0.9474
30 C 3.7398 -4.6915 0.2124
31 C 3.7879 -3.9934 1.3726
32 C 3.1060 -2.7604 1.4579
33 C 2.4063 -2.2157 0.4071
34 P 1.2615 -0.8559 0.9552
35 C 2.4387 0.0016 2.0704
36 C 2.1661 0.2462 3.4135
37 C 3.0905 0.9177 4.2086
38 C 4.2936 1.3396 3.6671
39 C 4.5785 1.0863 2.3292
40 C 3.6529 0.4299 1.5344
41 C 0.0773 -1.6427 2.1071
42 C -1.2350 -1.1698 2.0762
43 C -2.1822 -1.6099 2.9953
44 C -1.8190 -2.5151 3.9792
45 C -0.5159 -3.0000 4.0169
46 C 0.4177 -2.5831 3.0831
47 C 2.5468 -2.8301 -0.8831
48 H 2.1006 -2.4599 -4.2537
49 H 3.0216 -4.7581 -4.2914
50 H 3.8044 -5.7680 -2.1727
51 H 4.1766 -5.6821 0.1353
52 H 4.3117 -4.3783 2.2388
53 H 3.1425 -2.2299 2.3975
54 H 1.2488 -0.1164 3.8623
55 H 2.8711 1.0960 5.2544
56 H 5.0128 1.8632 4.2863
57 H 5.5223 1.4018 1.9000
58 H 3.8845 0.2301 0.4953
59 H -1.5202 -0.4549 1.3205
60 H -3.1978 -1.2324 2.9428
61 H -2.5437 -2.8423 4.7157
62 H -0.2223 -3.7066 4.7832
63 H 1.4064 -3.0161 3.1240
64 N -1.2996 -0.3691 -1.1022
65 C -2.3246 -1.0971 -0.9944
66 C -3.6928 -0.4750 -1.1256
67 C -4.6764 -1.0126 -1.9539
68 C -5.9340 -0.4219 -2.0214
69 C -6.2147 0.7084 -1.2647
70 C -5.2271 1.2664 -0.4622
71 C -3.9681 0.6792 -0.4023
72 C -2.2048 -2.5792 -0.7226
73 C -3.2589 -3.3316 -0.2094
74 C -3.0737 -4.6750 0.1078
75 C -1.8354 -5.2709 -0.0746
76 C -0.7751 -4.5220 -0.5774
77 C -0.9659 -3.1883 -0.9030
78 H -4.4556 -1.8927 -2.5478
79 H -6.6970 -0.8512 -2.6608
80 H -7.2050 1.1477 -1.2923
81 H -5.4370 2.1554 0.1228
82 H -3.1960 1.0989 0.2350
83 H -4.2237 -2.8678 -0.0390
84 H -3.9009 -5.2546 0.4983
85 H -1.6937 -6.3165 0.1756
86 H 0.2003 -4.9782 -0.7160
87 H -0.1581 -2.6008 -1.3208
88 F 4.0692 4.3937 -5.1963
89 C 3.5653 3.9481 -4.0553
90 C 2.4681 4.5637 -3.4936
91 F 1.9088 5.6056 -4.1073
92 C 1.9576 4.0980 -2.2994
93 F 0.8946 4.7349 -1.8049
94 C 2.5060 3.0118 -1.6192
95 S 1.8804 2.5169 -0.0437
96 C 3.6192 2.4276 -2.2158
97 F 4.2602 1.4198 -1.6156
98 C 4.1448 2.8774 -3.4116
99 F 5.2199 2.2928 -3.9372


No. 2
DFT (the ωB97M-V functional and the def2-TZVPD basis) results for a molecular structure, C53H38Br2N6O5PZr.

Values from the calculation:
E_tot ... -8283.70573 Eh
Lowest unoccupied orbital energy ... -3.04 eV
Net charge ... +1
F_max ... 0.9 eV/Å

Atoms and positions in Å:
1 Zr -0.0389 0.5027 -0.7519
2 O -1.5171 1.1967 0.8625
3 C -1.9646 0.0185 0.8344
4 O -1.7947 -0.6614 -0.2501
5 C -2.5236 -0.6840 2.0013
6 C -3.3423 -0.0069 2.8964
7 C -3.8534 -0.6765 3.9936
8 C -3.5122 -2.0054 4.2037
9 C -2.6585 -2.6656 3.3313
10 C -2.1526 -2.0259 2.2034
11 P -0.8791 -2.8119 1.1127
12 C -1.8865 -3.7411 -0.0984
13 C -1.2284 -4.6418 -0.9379
14 C -1.9209 -5.3179 -1.9304
15 C -3.2799 -5.0930 -2.1074
16 C -3.9403 -4.1941 -1.2823
17 C -3.2477 -3.5215 -0.2839
18 C -0.2394 -4.1422 2.1963
19 C -0.7722 -5.4273 2.2906
20 C -0.2068 -6.3588 3.1492
21 C 0.8922 -6.0162 3.9256
22 C 1.4304 -4.7404 3.8405
23 C 0.8709 -3.8126 2.9735
24 H -3.5733 1.0352 2.7173
25 H -4.5055 -0.1636 4.6873
26 H -3.9034 -2.5315 5.0647
27 H -2.3759 -3.6892 3.5391
28 H -0.1663 -4.8239 -0.8060
29 H -1.3985 -6.0239 -2.5640
30 H -3.8229 -5.6223 -2.8795
31 H -5.0018 -4.0229 -1.4077
32 H -3.7751 -2.8255 0.3566
33 H -1.6309 -5.6994 1.6896
34 H -0.6270 -7.3539 3.2168
35 H 1.3300 -6.7446 4.5954
36 H 2.2869 -4.4703 4.4444
37 H 1.2901 -2.8136 2.9031
38 Br 1.2174 5.3981 -0.8924
39 C -0.4231 4.7220 -1.5159
40 C -1.4367 5.6023 -1.9517
41 C -2.6245 5.1243 -2.4177
42 Br -3.9555 6.3411 -2.9797
43 C -2.8715 3.7265 -2.4803
44 C -4.0586 3.1118 -2.9247
45 C -4.1625 1.7459 -2.9039
46 C -3.0827 0.9794 -2.4485
47 N -1.9490 1.5165 -2.0438
48 C -1.8429 2.8726 -2.0448
49 C -0.6084 3.3666 -1.5492
50 O 0.2819 2.4618 -1.1671
51 H -1.2590 6.6675 -1.9081
52 H -4.8803 3.7238 -3.2712
53 H -5.0667 1.2514 -3.2285
54 H -3.1534 -0.1022 -2.4016
55 N 2.3226 -2.1429 -0.0861
56 C 1.9815 -2.9969 -1.1171
57 C 2.5924 -4.2304 -1.2015
58 C 2.3818 -5.1097 -2.2706
59 C 1.5445 -4.7586 -3.2871
60 C 0.8932 -3.5085 -3.2498
61 C 0.0506 -3.1297 -4.3150
62 C -0.5630 -1.9161 -4.3021
63 C -0.3548 -1.0995 -3.1888
64 N 0.4053 -1.4035 -2.1507
65 C 1.0785 -2.6091 -2.1622
66 H 1.5577 -1.6616 0.3652
67 H 2.9124 -2.5808 0.6066
68 H 3.2625 -4.5235 -0.4021
69 H 2.8871 -6.0660 -2.2795
70 H 1.3740 -5.4142 -4.1306
71 H -0.0881 -3.8177 -5.1397
72 H -1.2041 -1.5811 -5.1044
73 H -0.8675 -0.1416 -3.1540
74 C 3.9710 7.8901 4.9017
75 O 3.5505 7.3282 3.6690
76 C 4.3523 6.4065 3.0892
77 C 5.5586 5.9656 3.6226
78 C 6.3106 5.0256 2.9309
79 C 5.8483 4.4812 1.7467
80 C 4.6488 4.9457 1.1997
81 C 3.9126 5.9013 1.8625
82 N 6.7162 3.5554 1.0782
83 N 6.2987 2.5202 0.5455
84 C 4.9571 2.0578 0.6839
85 C 4.3616 1.8281 1.8960
86 C 3.0816 1.2425 1.9938
87 C 2.4046 0.9053 0.8580
88 O 1.1689 0.3586 0.8295
89 C 3.0131 1.1064 -0.4060
90 N 2.2695 0.7430 -1.4810
91 C 2.8061 0.8536 -2.6756
92 C 4.1021 1.3499 -2.8811
93 C 4.8423 1.7640 -1.8059
94 C 4.2981 1.6547 -0.5092
95 H 3.1978 8.5959 5.1886
96 H 4.9208 8.4178 4.7911
97 H 4.0667 7.1227 5.6734
98 H 5.9323 6.3585 4.5561
99 H 7.2677 4.6983 3.3170
100 H 4.3040 4.5709 0.2445
101 H 2.9852 6.2807 1.4540
102 H 4.8831 2.1126 2.8004
103 H 2.6249 1.0757 2.9601
104 H 2.1963 0.5488 -3.5197
105 H 4.4967 1.4064 -3.8853
106 H 5.8409 2.1608 -1.9336


No. 3
DFT (the ωB97M-V functional and the def2-TZVPD basis) results for a molecular structure, C53H39CaF6N9O5P2S3Se in a non-equilibrium geometry.

Values from the calculation:
E_tot ... -8467.61869 Eh
Lowest unoccupied orbital energy ... 3.42 eV
Net charge ... -2
F_max ... 1.8 eV/Å

Atoms and positions in Å:
1 Ca 1.4129 0.8473 1.3947
2 O 0.5111 2.5923 -1.3516
3 S -0.0073 1.1955 -1.5060
4 C -1.6882 1.3927 -2.1189
5 C -1.8602 1.4493 -3.4817
6 C -3.0450 1.8916 -4.1040
7 C -4.0640 2.2860 -3.2999
8 C -5.4095 2.8747 -3.6501
9 C -6.1728 2.9391 -2.3028
10 C -5.1646 2.4805 -1.2767
11 C -5.3021 2.2662 0.0549
12 C -4.1881 1.7811 0.7584
13 C -2.9459 1.5531 0.2081
14 P -1.6829 0.9511 1.4235
15 C -1.7111 2.1232 2.9336
16 C -3.0118 2.1526 3.6760
17 C -3.2894 3.1751 4.4890
18 C -2.3893 4.3055 4.6272
19 C -1.3928 4.4440 3.7447
20 C -1.2321 3.5336 2.5776
21 C -2.5926 -0.5770 1.9481
22 C -3.3579 -1.2648 1.0017
23 C -4.0344 -2.4285 1.3308
24 C -3.9486 -2.9454 2.6159
25 C -3.1682 -2.2894 3.5541
26 C -2.4883 -1.1214 3.2269
27 C -2.7935 1.6911 -1.2185
28 C -3.9417 2.1503 -1.9016
29 C 0.8292 0.5175 -2.9512
30 C 1.1831 1.4674 -3.8719
31 C 1.6308 1.1356 -5.1763
32 C 1.6418 -0.1779 -5.5221
33 C 1.9462 -0.8584 -6.8386
34 C 1.7194 -2.3726 -6.5690
35 C 1.3584 -2.4564 -5.1026
36 C 1.0412 -3.5108 -4.3053
37 C 0.8656 -3.2638 -2.9189
38 C 0.9440 -2.0224 -2.3358
39 P 1.2454 -1.8832 -0.4947
40 C 0.2465 -3.2957 0.1036
41 C 0.7845 -4.2188 0.9984
42 C 0.0030 -5.2441 1.5110
43 C -1.3247 -5.3664 1.1301
44 C -1.8731 -4.4410 0.2532
45 C -1.0964 -3.4065 -0.2447
46 C 2.9454 -2.6081 -0.3664
47 C 3.8495 -1.9921 0.4891
48 C 5.1101 -2.5262 0.7246
49 C 5.4928 -3.6899 0.0818
50 C 4.6086 -4.3136 -0.7929
51 C 3.3497 -3.7797 -1.0073
52 C 1.0319 -0.8808 -3.2102
53 C 1.3364 -1.1575 -4.5501
54 H -1.0505 1.1607 -4.1340
55 H -3.1019 1.9283 -5.1854
56 H -5.9299 2.2790 -4.4025
57 H -5.2766 3.8743 -4.0698
58 H -7.0492 2.2864 -2.3049
59 H -6.5274 3.9480 -2.0867
60 H -6.2272 2.4651 0.5824
61 H -4.3199 1.6083 1.8162
62 H -3.6650 1.2884 3.6639
63 H -4.2022 3.1423 5.0768
64 H -2.5430 5.0296 5.4164
65 H -0.7141 5.2866 3.7999
66 H -0.1913 3.4815 2.2606
67 H -3.4511 -0.8776 -0.0062
68 H -4.6309 -2.9290 0.5766
69 H -4.4740 -3.8562 2.8792
70 H -3.0743 -2.6752 4.5618
71 H -1.8825 -0.6364 3.9761
72 H 1.0545 2.5034 -3.5802
73 H 1.8906 1.9215 -5.8748
74 H 2.9723 -0.6591 -7.1534
75 H 1.2946 -0.4858 -7.6312
76 H 2.6176 -2.9547 -6.7838
77 H 0.9203 -2.7760 -7.1945
78 H 0.9909 -4.5278 -4.6750
79 H 0.7023 -4.1211 -2.2750
80 H 1.8131 -4.1312 1.3215
81 H 0.4388 -5.9362 2.2199
82 H -1.9383 -6.1634 1.5316
83 H -2.9158 -4.5076 -0.0274
84 H -1.5523 -2.6807 -0.9096
85 H 3.5760 -1.0942 1.0236
86 H 5.7723 -2.0331 1.4222
87 H 6.4697 -4.1169 0.2697
88 H 4.8914 -5.2292 -1.2976
89 H 2.6769 -4.3025 -1.6744
90 F 4.4261 5.0855 1.5649
91 C 4.2709 4.0418 2.3692
92 F 3.4247 4.3605 3.3413
93 F 5.4533 3.7235 2.9004
94 S 3.5843 2.5968 1.4543
95 O 2.2164 2.9651 1.1075
96 O 3.6419 1.4047 2.3030
97 N 4.6137 2.5658 0.2688
98 S 4.3854 1.4889 -0.8760
99 O 5.5022 0.6237 -1.0805
100 O 3.0540 0.9014 -0.7607
101 C 4.3752 2.5719 -2.3569
102 F 5.4993 3.2910 -2.4228
103 F 4.3093 1.8066 -3.4550
104 F 3.3368 3.3990 -2.3310
105 Se -2.1032 4.5556 1.0879
106 N 5.0904 -3.0123 4.2480
107 C 3.9518 -2.9095 4.0483
108 N 2.6461 -2.9027 3.8838
109 C 2.0743 -1.9913 3.1712
110 N 1.4579 -1.2431 2.5207
111 N -0.8276 0.3154 5.8518
112 N -0.7781 1.6102 5.2005
113 N 0.4854 2.2290 5.5880
114 C 1.2105 2.1024 4.5183
115 N 0.6841 1.5963 3.4106
116 N -0.6933 1.3507 3.7945
117 H 0.1078 -0.0973 5.7658
118 H -0.9269 0.5547 6.8345
119 H 2.2524 2.4021 4.5302


No. 4
DFT (the ωB97M-V functional and the def2-TZVPD basis) results for a molecular structure, C53H42N9PSeSnTe.

Values from the calculation:
E_tot ... -5762.33603 Eh
Lowest unoccupied orbital energy ... -6.07 eV
Net charge ... +2
F_max ... 0.6 eV/Å

Atoms and positions in Å:
1 Sn -0.8964 0.7242 -1.1370
2 C 1.2262 -0.9998 3.9164
3 N 0.8046 -0.0707 2.8526
4 C 0.4010 -0.4006 1.6036
5 N 0.1892 0.7125 0.8915
6 C 0.4461 1.7762 1.7412
7 C 0.8245 1.2942 2.9662
8 C 1.1520 1.9933 4.2210
9 C 2.2197 2.8840 4.2806
10 C 2.4833 3.5674 5.4578
11 C 1.6812 3.3627 6.5728
12 C 0.6187 2.4710 6.5160
13 C 0.3502 1.7841 5.3419
14 C 0.3926 3.1971 1.3808
15 C -0.1831 4.1087 2.2320
16 C -0.1548 5.4820 1.9406
17 C 0.4182 5.9550 0.7836
18 C 1.0026 5.0503 -0.1080
19 C 1.0034 3.6521 0.1670
20 P -0.3817 -2.0837 1.6050
21 C 1.5244 -1.7716 -0.9631
22 N 1.5790 -0.5239 -1.3265
23 C 2.9086 -0.1808 -1.2631
24 C 3.6425 -1.2750 -0.8633
25 N 2.7340 -2.3040 -0.6941
26 C 3.0392 -3.6764 -0.2973
27 C 5.0922 -1.4822 -0.6988
28 C 5.6300 -1.7748 0.5523
29 C 6.9928 -1.9904 0.6891
30 C 7.8211 -1.9109 -0.4221
31 C 7.2895 -1.6128 -1.6692
32 C 5.9265 -1.4008 -1.8107
33 C 3.3368 1.2000 -1.5408
34 C 2.6145 1.9659 -2.4535
35 C 2.9939 3.2716 -2.7328
36 C 4.1037 3.8209 -2.1051
37 C 4.8278 3.0615 -1.1935
38 C 4.4486 1.7585 -0.9103
39 C -2.7902 -1.3143 0.7201
40 N -2.7671 -0.2520 -0.0741
41 C -3.7591 -0.4475 -1.0280
42 C -4.3658 -1.6465 -0.8155
43 N -3.7323 -2.1912 0.2999
44 C -3.7389 -3.5940 0.7261
45 C -5.5496 -2.2365 -1.4699
46 C -5.4702 -3.4079 -2.2198
47 C -6.6007 -3.9343 -2.8250
48 C -7.8207 -3.2851 -2.6942
49 C -7.9045 -2.1070 -1.9662
50 C -6.7753 -1.5852 -1.3539
51 C -3.9737 0.5852 -2.0534
52 C -4.2837 0.2626 -3.3724
53 C -4.4288 1.2635 -4.3209
54 C -4.2618 2.5971 -3.9694
55 C -3.9673 2.9310 -2.6542
56 C -3.8307 1.9300 -1.6980
57 H 1.8600 -1.7696 3.4869
58 H 1.7915 -0.4275 4.6450
59 H 0.3484 -1.4449 4.3831
60 H 2.8481 3.0333 3.4104
61 H 3.3179 4.2535 5.5085
62 H 1.8874 3.8980 7.4898
63 H -0.0045 2.3121 7.3856
64 H -0.4878 1.0979 5.2872
65 H -0.6569 3.7653 3.1417
66 H -0.6012 6.1759 2.6406
67 H 0.4390 7.0128 0.5641
68 H 1.5549 5.4025 -0.9701
69 H 1.7225 3.0192 -0.3442
70 H 3.8861 -4.0339 -0.8777
71 H 3.2845 -3.7214 0.7612
72 H 2.1733 -4.3045 -0.4938
73 H 4.9858 -1.8147 1.4235
74 H 7.4091 -2.2149 1.6618
75 H 8.8840 -2.0798 -0.3149
76 H 7.9370 -1.5485 -2.5331
77 H 5.5076 -1.1642 -2.7811
78 H 1.7664 1.5330 -2.9702
79 H 2.4314 3.8512 -3.4539
80 H 4.4129 4.8323 -2.3346
81 H 5.6945 3.4853 -0.7039
82 H 5.0095 1.1821 -0.1861
83 H -4.1416 -3.6716 1.7354
84 H -4.3662 -4.1420 0.0282
85 H -2.0065 -4.0111 1.7101
86 H -4.5123 -3.8959 -2.3620
87 H -6.5306 -4.8459 -3.4033
88 H -8.7042 -3.6959 -3.1636
89 H -8.8530 -1.5961 -1.8698
90 H -6.8394 -0.6697 -0.7793
91 H -4.4040 -0.7754 -3.6572
92 H -4.6728 1.0024 -5.3420
93 H -4.3826 3.3727 -4.7135
94 H -3.8878 3.9713 -2.3620
95 H -3.6754 2.1936 -0.6581
96 Te -0.7793 3.6543 -1.3744
97 Se -2.6257 -2.0444 3.5347
98 N -2.3787 -4.1231 0.7686
99 C -1.5261 -3.7539 -0.2748
100 C -1.7134 -4.2961 -1.5424
101 C -0.8938 -3.9466 -2.6067
102 C 0.1626 -3.1028 -2.3779
103 N 0.3488 -2.5811 -1.1439
104 C -0.4940 -2.8042 -0.1059
105 N -1.9494 -1.5741 1.7731
106 H -2.5001 -5.0293 -1.6731
107 H -1.0424 -4.3572 -3.5944
108 H 0.8844 -2.8110 -3.1264